# 1
Formula: C6H43N2O13
Source: the Open Molecules 2025 dataset
Level of theory: ωB97M-V with the def2-TZVPD basis set

HOMO (alpha / beta) ... -2.1 / -8.5 eV
⟨S²⟩ ... 0.7505
Relative energy (zero: lowest compared OMol25 entry of this formula, charge and spin) ... 7.46 kJ/mol
Spin multiplicity ... 2
LUMO energy (alpha / beta) ... -0.31 / -0.33 eV

Cartesian coordinates (Å):
1 N -1.301 0.832 1.377
2 C -1.174 0.183 0.056
3 C -1.940 -1.158 0.025
4 C 0.298 -0.018 -0.280
5 N 1.104 1.213 -0.089
6 C 0.767 2.372 -0.908
7 C 0.221 2.198 -2.321
8 C 0.046 3.580 -2.978
9 H -1.274 0.216 2.200
10 H -2.228 1.264 1.410
11 H -0.529 1.504 1.485
12 H -1.551 0.757 -0.770
13 H -1.263 -1.943 0.373
14 H -2.613 -1.209 0.886
15 H -2.426 -1.373 -0.913
16 H 0.336 -0.448 -1.281
17 H 0.869 -0.696 0.354
18 H 2.087 1.037 0.034
19 H 0.156 3.084 -0.351
20 H 1.673 2.978 -1.045
21 H -0.734 1.686 -2.260
22 H 0.813 1.579 -2.983
23 H 0.175 3.558 -4.060
24 H -0.949 4.035 -2.900
25 H 0.726 4.262 -2.466
26 H -0.894 -2.644 -5.696
27 H -0.324 -1.335 -5.294
28 O -0.784 -2.094 -4.911
29 H 1.112 -2.611 2.514
30 H 1.316 -2.883 1.072
31 O 0.590 -2.834 1.711
32 H 0.647 0.844 3.409
33 H 1.771 1.727 2.940
34 O 1.555 0.793 3.070
35 H 4.066 0.047 2.098
36 H 5.004 1.119 1.704
37 O 4.841 0.183 1.530
38 H 2.151 -3.352 -2.369
39 H 3.391 -3.683 -3.227
40 O 3.068 -3.588 -2.329
41 H -0.963 -1.278 -3.006
42 H -1.899 -0.326 -3.636
43 O -1.433 -0.459 -2.805
44 H 0.511 3.164 4.771
45 H 0.651 1.851 5.584
46 O 0.217 2.252 4.817
47 H -2.953 3.630 -1.792
48 H -2.815 2.140 -2.337
49 O -3.308 2.737 -1.776
50 H -1.485 -4.170 -0.932
51 H -2.175 -4.956 -2.062
52 O -1.470 -4.338 -1.878
53 H 1.320 -2.527 4.939
54 H 1.756 -1.185 4.356
55 O 1.198 -1.960 4.169
56 H -1.751 -1.119 4.344
57 H -0.678 -1.939 3.612
58 O -1.277 -1.173 3.508
59 H 3.790 -1.591 0.196
60 H 3.092 -2.799 -0.499
61 O 2.941 -2.006 0.030
62 H -3.602 2.218 -0.188
63 H -4.688 2.427 0.988
64 O -3.776 2.222 0.781

Forces on atoms 1 to 3 (eV/Å):
N -0.3969 0.5703 -0.1308
C 0.7898 -2.0976 -0.3457
C 0.5832 -0.0368 1.7984



# 2
Formula: C6H43N2O13
Source: the Open Molecules 2025 dataset
Level of theory: ωB97M-V with the def2-TZVPD basis set

Net charge ... +1
HOMO ... -12.2 eV
Relative energy (zero: lowest compared OMol25 entry of this formula, charge and spin) ... 256.59 kJ/mol
LUMO energy ... -2.39 eV

Cartesian coordinates (Å):
1 C 2.251 3.521 0.022
2 C 1.615 2.186 -0.355
3 C 0.710 1.552 0.704
4 C -0.663 2.316 0.774
5 C -1.848 1.770 -0.037
6 C -1.993 0.267 -0.165
7 N -2.172 -0.383 1.131
8 N 2.680 1.147 -0.646
9 H 1.870 3.867 0.980
10 H 3.339 3.488 0.075
11 H 2.021 4.247 -0.759
12 H 0.972 2.257 -1.222
13 H 0.569 0.473 0.631
14 H 1.181 1.733 1.665
15 H -0.364 3.262 0.360
16 H -0.807 2.192 1.842
17 H -1.969 2.316 -0.953
18 H -2.694 2.267 0.455
19 H -2.761 0.028 -0.880
20 H -1.058 0.020 -0.668
21 H -1.677 -1.268 1.135
22 H -3.160 -0.522 1.326
23 H 2.500 0.205 -0.264
24 H 3.470 1.326 -0.033
25 H 2.906 1.084 -1.639
26 H -2.675 2.060 -3.298
27 H -3.782 2.001 -2.443
28 O -3.033 1.427 -2.667
29 H 0.869 -2.803 -0.739
30 H 0.394 -2.345 -2.216
31 O 1.138 -2.639 -1.640
32 H -1.342 -2.371 -2.537
33 H -1.043 -1.787 -3.903
34 O -0.888 -1.582 -2.973
35 H 2.024 -1.176 -2.077
36 H 3.112 -1.183 -3.209
37 O 2.567 -0.594 -2.666
38 H -2.791 -0.008 3.107
39 H -2.848 0.477 4.609
40 O -2.867 -0.286 4.026
41 H -1.364 -4.329 -1.593
42 H -1.830 -3.511 -0.426
43 O -1.832 -3.512 -1.412
44 H 2.850 -2.071 -0.706
45 H 2.552 -1.648 0.776
46 O 3.201 -1.555 0.047
47 H -2.402 -3.673 1.908
48 H -0.845 -3.343 1.759
49 O -1.673 -3.489 1.307
50 H 1.169 0.297 -3.177
51 H -0.288 0.712 -2.977
52 O 0.567 1.082 -3.227
53 H 0.826 -0.144 3.955
54 H 1.691 1.007 4.628
55 O 1.471 0.575 3.799
56 H 1.219 -1.585 2.890
57 H 2.395 -2.617 2.772
58 O 1.665 -2.203 2.298
59 H -0.225 4.131 -2.899
60 H -0.058 5.321 -1.872
61 O -0.550 4.508 -2.077
62 H -1.005 -1.323 4.459
63 H -0.859 -1.709 3.055
64 O -0.296 -1.522 3.818

Forces on atoms 1 to 3 (eV/Å):
C -0.2611 0.0354 -0.3994
C -0.6237 -1.5233 0.2775
C -0.3178 1.1455 0.3584



# 3
Formula: C6H44BN4O15
Source: the Open Molecules 2025 dataset
Level of theory: ωB97M-V with the def2-TZVPD basis set

Net charge ... +1
HOMO ... -12.3 eV
LUMO energy ... -5.01 eV

Cartesian coordinates (Å):
1 C -2.491 2.309 -4.635
2 C -1.848 0.892 -4.062
3 C -0.225 0.770 -4.254
4 N 0.420 -0.405 -3.553
5 N 0.187 -0.415 -2.185
6 B 1.060 0.558 -1.355
7 O 2.301 -0.073 -0.782
8 O 0.733 1.996 -1.159
9 C 0.915 2.329 0.270
10 C -0.313 1.604 1.091
11 C -0.731 -1.276 -1.571
12 N -0.615 -1.721 -0.109
13 N -1.958 -1.845 -2.316
14 H -3.363 2.000 -5.388
15 H -1.642 2.886 -5.200
16 H -2.941 2.913 -3.739
17 H -2.216 0.809 -2.938
18 H -2.355 0.012 -4.688
19 H -0.015 0.618 -5.419
20 H 0.249 1.817 -3.986
21 H 0.213 -1.321 -4.008
22 H 2.800 -0.548 -1.513
23 H 0.809 3.506 0.419
24 H 1.966 2.045 0.706
25 H 0.073 0.568 1.514
26 H -1.253 1.340 0.405
27 H -0.690 2.214 2.033
28 H -1.050 -1.030 0.540
29 H 0.369 -1.958 0.145
30 H -1.741 -2.001 -3.325
31 H -2.764 -1.186 -2.180
32 O -2.091 -3.035 2.187
33 H -1.530 -2.711 1.467
34 H -2.813 -3.495 1.733
35 O 4.025 2.593 1.995
36 H 4.778 3.200 2.057
37 H 4.431 1.713 2.023
38 O 6.895 3.328 1.698
39 H 7.806 3.644 1.795
40 H 6.826 3.100 0.759
41 O -4.201 -3.652 4.295
42 H -3.391 -3.593 3.766
43 H -4.361 -2.740 4.581
44 O -3.812 -6.326 3.347
45 H -3.002 -6.267 2.818
46 H -3.972 -5.414 3.633
47 O -5.197 -8.875 2.092
48 H -4.968 -8.030 2.508
49 H -5.816 -9.283 2.716
50 O -1.340 5.070 0.810
51 H -0.933 4.937 -0.060
52 H -1.302 6.029 0.941
53 O 1.242 2.137 3.661
54 H 2.051 2.196 3.132
55 H 1.082 3.049 3.946
56 O 0.680 5.104 3.477
57 H 1.241 5.428 2.756
58 H -0.042 4.644 3.023
59 O 6.437 3.504 -1.396
60 H 6.090 4.355 -1.702
61 H 5.680 2.903 -1.469
62 O 4.157 4.676 -1.578
63 H 4.179 4.830 -0.622
64 H 3.298 4.253 -1.728
65 O -3.886 -7.796 -0.227
66 H -3.658 -6.951 0.188
67 H -4.506 -8.203 0.397
68 O 1.627 -3.819 0.711
69 H 2.380 -3.212 0.773
70 H 2.032 -4.699 0.738

Forces on atoms 1 to 3 (eV/Å):
C 0.1045 -1.0333 -0.2370
C -0.9363 -0.2437 -0.2682
C -1.0917 1.2432 -1.6511